#P
The molecule C8H14, computed with ωB97M-V/def2-TZVPD.

The geometry in XYZ format:
```
22
Properties=species:S:1:pos:R:3
C 0.87 0.93 2.56
C 0.33 -0.10 1.91
C 0.45 -0.40 0.46
C 0.91 -1.60 0.10
C 1.16 -2.06 -1.28
C 0.05 0.71 -0.49
C -1.47 0.68 -0.68
C -1.94 1.60 -1.79
H 1.45 1.61 1.92
H 1.13 1.00 3.60
H -0.34 -0.81 2.41
H 1.04 -2.31 0.92
H 1.74 -2.97 -1.40
H 1.65 -1.37 -1.98
H 0.23 -2.21 -1.86
H 0.56 1.62 -0.19
H 0.39 0.35 -1.47
H -1.82 -0.36 -0.86
H -2.05 0.97 0.19
H -1.41 1.37 -2.73
H -2.99 1.50 -2.08
H -1.75 2.66 -1.62
```

Results
* net charge: 0
* gap between HOMO and LUMO: 9.7114 eV
* SMILES: C=C/C(=C/C)CCC

#Q
A cluster of 2 separate species, C8H14 in total, computed with ωB97M-V/def2-TZVPD.

The geometry in XYZ format:
```
22
Properties=species:S:1:pos:R:3
C 2.25 -0.21 -1.11
C 1.64 -0.04 0.13
C 0.85 -1.06 0.83
C 2.24 1.07 0.90
H 3.03 0.40 -1.39
H 2.05 -0.90 -1.95
H 1.60 -1.43 1.59
H -0.03 -0.89 1.45
H 0.51 -1.70 0.02
H 3.05 0.70 1.48
H 1.51 1.63 1.46
H 2.68 1.76 0.18
C -3.48 -0.86 -0.50
C -2.52 0.13 -0.32
C -1.45 0.69 -0.75
C -1.86 1.23 0.63
H -4.47 -0.49 -0.89
H -3.72 -1.54 0.40
H -3.10 -1.35 -1.39
H -1.04 0.71 -1.58
H -2.23 2.25 0.61
H -1.36 0.84 1.50
```

Results
* net charge: 0
* gap between HOMO and LUMO: 9.6748 eV
* SMILES: C=C(C)C.CC1=CC1

What should be chosen as the most stable of them? Choose #P.

#P
A cluster of 2 separate species, C2H2ClN3O in total, computed with ωB97M-V/def2-TZVPD.

The geometry in XYZ format:
```
9
Properties=species:S:1:pos:R:3
C -0.29 -0.85 -1.30
C 1.09 -0.26 0.13
N 1.08 -0.76 -1.05
N -1.03 -0.40 -0.36
N -0.20 -0.17 0.64
O -0.98 1.61 1.99
Cl 2.57 0.10 0.95
H -0.85 -1.18 -2.15
H -1.38 1.93 1.16
```

Results
* net charge: 0
* gap between HOMO and LUMO (spin up / spin down): 7.2904 / 9.3048 eV

#Q
The molecule C2H2ClN3O, computed with ωB97M-V/def2-TZVPD.

The geometry in XYZ format:
```
9
Properties=species:S:1:pos:R:3
C -0.74 -0.10 1.16
C 1.24 0.26 0.35
N 0.65 0.03 1.44
N -1.16 0.06 0.01
N -0.34 0.55 -0.89
O -0.34 -0.10 -2.05
Cl 2.78 0.61 -0.08
H -1.28 -0.35 1.93
H -0.81 -0.96 -1.88
```

Results
* net charge: 0
* gap between HOMO and LUMO: 8.8083 eV

What should be chosen as the most stable of them? Choose #Q.

#P
The molecule C3H3N3O, computed with ωB97M-V/def2-TZVPD.

The geometry in XYZ format:
```
10
Properties=species:S:1:pos:R:3
O -2.24 0.03 -0.10
C -0.90 0.09 -0.05
C -0.11 1.19 0.15
N 1.18 1.13 0.01
C 1.69 -0.09 -0.11
N 1.08 -1.23 0.12
N -0.26 -1.10 -0.02
H -2.51 -0.95 0.42
H -0.45 2.18 0.02
H 2.73 -0.19 -0.30
```

Results
* net charge: 0
* gap between HOMO and LUMO: 9.5721 eV
* SMILES: Oc1cncnn1

#Q
The molecule C3H3N3O, computed with ωB97M-V/def2-TZVPD.

The geometry in XYZ format:
```
10
Properties=species:S:1:pos:R:3
O -1.01 -1.51 -1.94
C -0.46 -0.49 -1.66
N -0.15 -0.10 -0.34
C 0.20 -0.81 0.76
N 0.52 0.00 1.73
C 0.33 1.23 1.18
N -0.06 1.23 -0.07
H -0.09 0.26 -2.37
H 0.25 -1.90 0.77
H 0.48 2.15 1.72
```

Results
* net charge: 0
* gap between HOMO and LUMO: 10.9296 eV
* SMILES: O=Cn1cncn1

What should be chosen as the most stable of them? Choose #Q.

#P
The molecule C3H3N3O, computed with ωB97M-V/def2-TZVPD.

The geometry in XYZ format:
```
10
Properties=species:S:1:pos:R:3
O -1.00 1.69 0.74
C -0.40 0.70 0.09
C -1.12 -0.29 -0.59
N -0.55 -1.45 -0.77
N 0.72 -1.64 -0.39
C 1.41 -0.60 0.01
N 0.90 0.61 0.28
H -0.29 1.93 1.36
H -2.15 -0.18 -0.92
H 2.47 -0.76 0.19
```

Results
* net charge: 0
* gap between HOMO and LUMO: 9.8908 eV
* SMILES: Oc1cnncn1

#Q
The molecule C3H3N3O, computed with ωB97M-V/def2-TZVPD.

The geometry in XYZ format:
```
10
Properties=species:S:1:pos:R:3
O 1.58 -1.57 0.88
C 0.45 -1.47 0.47
N -0.02 -0.20 -0.04
C 0.82 0.84 -0.50
N 0.15 1.92 -0.74
N -1.17 1.64 -0.47
C -1.28 0.43 -0.04
H -0.29 -2.26 0.58
H 1.90 0.66 -0.59
H -2.15 0.02 0.46
```

Results
* net charge: 0
* gap between HOMO and LUMO: 10.4186 eV
* SMILES: O=Cn1cnnc1

What should be chosen as the most stable of them? Choose #Q.

#P
A structure of composition C3H3N3O, computed with ωB97M-V/def2-TZVPD.

The geometry in XYZ format:
```
10
Properties=species:S:1:pos:R:3
N -1.78 0.73 1.60
C -0.99 0.78 0.67
N 0.91 -2.11 -0.46
N 0.65 -1.33 -1.40
O 1.10 -1.15 0.55
C 0.93 -0.18 -0.51
C -0.05 0.90 -0.24
H -2.70 0.34 1.42
H 1.90 0.20 -0.84
H 0.02 1.82 -0.81
```

Results
* net charge: 0
* gap between HOMO and LUMO: 10.2818 eV

#Q
A structure of composition C3H3N3O, computed with ωB97M-V/def2-TZVPD.

The geometry in XYZ format:
```
10
Properties=species:S:1:pos:R:3
N 2.19 -0.12 0.01
C 0.95 -0.06 -0.06
N 0.38 1.39 -0.71
N -0.72 1.72 -0.58
O -2.47 -0.75 0.99
C -1.42 -0.46 0.51
C -0.12 -0.89 0.29
H 2.65 0.63 -0.50
H -1.41 0.71 -0.09
H 0.00 -1.95 0.09
```

Results
* net charge: 0
* gap between HOMO and LUMO: 8.4031 eV

What should be chosen as the most stable of them? Choose #Q.

#P
A cluster of 2 separate species, C3H3N3O in total, computed with ωB97M-V/def2-TZVPD.

The geometry in XYZ format:
```
10
Properties=species:S:1:pos:R:3
N 2.04 -0.18 0.33
C 1.02 -0.83 0.26
C -0.16 -1.44 0.27
C -1.32 -0.60 -0.04
O -1.25 0.59 -0.28
H 2.59 0.01 -0.50
H -0.25 -2.50 0.48
H -2.30 -1.11 -0.06
N 0.28 2.86 -0.44
N -0.67 3.20 -0.01
```

Results
* net charge: 0
* gap between HOMO and LUMO: 10.1930 eV
* SMILES: N=C=CC=O.N#N

#Q
A cluster of 3 separate species, C3H3N3O in total, computed with ωB97M-V/def2-TZVPD.

The geometry in XYZ format:
```
10
Properties=species:S:1:pos:R:3
N -0.43 1.94 1.41
C -0.47 1.12 0.49
N -0.33 -1.67 0.12
N -1.21 -2.30 0.46
O 2.58 0.16 -0.98
C 1.73 -0.51 -0.62
C -0.34 0.24 -0.46
H -1.21 1.90 2.07
H 0.78 -1.67 -0.09
H -0.80 0.36 -1.44
```

Results
* net charge: 0
* gap between HOMO and LUMO: 8.7350 eV

#R
The molecule C3H3N3O, computed with ωB97M-V/def2-TZVPD.

The geometry in XYZ format:
```
10
Properties=species:S:1:pos:R:3
O -1.71 0.02 1.79
C -1.08 -0.12 0.77
C -0.05 -1.18 0.61
N 1.07 -0.92 0.03
N 1.10 0.28 -0.61
C -0.04 0.96 -0.92
N -1.17 0.74 -0.34
H -0.15 -2.14 1.12
H 2.01 0.68 -0.72
H 0.03 1.69 -1.73
```

Results
* net charge: 0
* gap between HOMO and LUMO: 10.2041 eV
* SMILES: O=c1cn[nH]cn1

#S
The molecule C3H3N3O, computed with ωB97M-V/def2-TZVPD.

The geometry in XYZ format:
```
10
Properties=species:S:1:pos:R:3
O -2.62 -1.37 -1.96
C -1.83 -0.54 -1.60
N -1.39 -0.41 -0.24
C 2.71 0.72 1.09
N 1.51 0.55 1.10
C 0.24 0.40 1.02
N -0.27 0.15 -0.24
H -1.39 0.23 -2.26
H 3.41 -0.10 1.15
H -0.37 0.37 1.93
```

Results
* net charge: 0
* gap between HOMO and LUMO (spin up / spin down): 7.8103 / 7.8094 eV

What should be chosen as the most stable of them? Choose #P.

#P
The molecule C2H5N5, computed with ωB97M-V/def2-TZVPD.

The geometry in XYZ format:
```
12
Properties=species:S:1:pos:R:3
C 1.91 -0.22 0.20
N 0.93 0.55 -0.61
C -0.38 0.26 -0.23
N -1.31 1.30 -0.03
N -2.49 0.61 0.01
N -2.21 -0.66 -0.05
N -0.89 -0.93 -0.38
H 1.94 -1.26 -0.26
H 2.92 0.40 0.10
H 1.65 -0.29 1.19
H 0.98 1.40 -0.02
H -3.04 -1.17 0.08
```

Results
* net charge: 0
* gap between HOMO and LUMO: 10.7330 eV
* SMILES: CNc1nn[nH]n1

#Q
The molecule C2H5N5, computed with ωB97M-V/def2-TZVPD.

The geometry in XYZ format:
```
12
Properties=species:S:1:pos:R:3
C -2.07 1.49 0.33
N -1.32 0.28 0.87
N -0.09 -0.08 0.21
C 0.02 -1.25 -0.59
N 1.28 -1.23 -1.02
N 1.91 -0.18 -0.38
N 1.11 0.53 0.33
H -1.15 2.20 0.26
H -3.00 1.64 0.85
H -2.10 1.25 -0.85
H -1.17 0.38 1.95
H -0.48 -2.19 -0.79
```

Results
* net charge: 0
* gap between HOMO and LUMO: 10.6255 eV
* SMILES: CNn1cnnn1

What should be chosen as the most stable of them? Choose #P.

#P
The molecule C3H7N3S2, computed with ωB97M-V/def2-TZVPD.

The geometry in XYZ format:
```
15
Properties=species:S:1:pos:R:3
H 1.24 -1.35 3.21
N 1.00 -0.35 3.09
C 0.57 -0.17 1.89
N 0.31 1.12 1.41
S 0.60 2.44 2.36
S 0.32 -1.47 0.68
N 0.04 -0.50 -0.73
C -0.26 -1.08 -1.83
C -0.73 -0.18 -2.89
H -0.08 1.25 0.49
H -0.22 2.33 3.41
H -0.30 -2.21 -1.81
H -0.52 0.83 -2.56
H -1.84 -0.24 -2.96
H -0.14 -0.41 -3.76
```

Results
* net charge: 0
* gap between HOMO and LUMO: 9.3649 eV
* SMILES: [H]/N=C(/NS)S/N=C/C

#Q
The molecule C3H7N3S2, computed with ωB97M-V/def2-TZVPD.

The geometry in XYZ format:
```
15
Properties=species:S:1:pos:R:3
N 0.89 1.11 0.86
N 0.39 0.27 -0.13
C -0.94 0.54 -0.76
C -1.90 -0.30 0.02
S -1.03 -1.91 0.22
C 0.52 -1.10 0.15
N 1.54 -1.81 0.21
S 2.95 -0.83 -0.18
H 0.46 0.99 1.88
H 1.82 1.26 0.65
H -0.82 0.07 -1.76
H -1.10 1.74 -0.71
H -2.83 -0.63 -0.52
H -2.30 0.45 0.86
H 2.34 0.16 -0.80
```

Results
* net charge: 0
* gap between HOMO and LUMO: 9.0299 eV
* SMILES: NN1CCS/C1=N/S

What should be chosen as the most stable of them? Choose #P.